Entry 1:
This record from the OMol25 dataset describes the molecule C3H3Cl2NS in a non-equilibrium geometry. The level of theory is the ωB97M-V functional and the def2-TZVPD basis.

```
10
C3H3Cl2NS, DFT the ωB97M-V functional and the def2-TZVPD basis
C 0.990 0.061 -0.610
C -0.287 -0.542 -1.300
C 0.482 0.436 0.779
N -0.660 0.266 1.207
S -0.928 0.144 -2.537
Cl 1.782 1.040 1.804
Cl 2.338 -1.121 -0.519
H 1.223 0.961 -1.065
H -0.701 -1.355 -0.845
H -1.012 0.553 2.102
```

Relative energy (zero: lowest compared OMol25 entry of this formula, charge and spin), eV: 0.589
Molecular weight, g/mol: 156.0
HOMO energy, eV: -9.1
Max |F|, eV Å⁻¹: 3.90
Spin multiplicity: 1
Kohn-Sham gap, Ha: 0.3176
LUMO level, Eh: -0.017



Entry 2:
This record from the OMol25 dataset describes a cluster of 2 separate species, C6H12N2 in total in a non-equilibrium geometry. The level of theory is the ωB97M-V functional and the def2-TZVPD basis.

```
20
C6H12N2, DFT the ωB97M-V functional and the def2-TZVPD basis
C 2.349 0.777 0.032
C 1.982 0.845 -1.460
H 2.341 1.785 0.446
H 1.617 0.198 0.611
H 3.278 0.264 0.276
H 1.107 1.489 -1.523
H 1.729 -0.138 -1.858
H 2.839 1.193 -2.034
C -2.155 -0.968 -1.232
C -0.473 -1.136 1.856
C -1.487 -0.777 0.057
C -1.476 0.463 0.800
N -0.862 -1.727 0.758
N -0.808 0.229 1.905
H 0.085 -1.520 2.696
H -1.019 0.605 2.824
H -1.950 1.404 0.590
H -2.353 -0.038 -1.770
H -3.136 -1.400 -0.999
H -1.607 -1.548 -1.974
```

Relative energy (zero: lowest compared OMol25 entry of this formula, charge and spin), eV: 0.462
Molecular weight, g/mol: 112.2
HOMO energy (spin up / spin down), eV: -14.9 / -15.0
Max |F|, eV Å⁻¹: 1.74
Spin multiplicity: 2
Kohn-Sham gap (spin up / spin down), Ha: 0.3954 / 0.2632
Net charge: +1
LUMO level (spin up / spin down), Eh: -0.154 / -0.289